*i*
13
Properties=species:S:1:pos:R:3 method="wB97M-V/def2-TZVPD" total_charge=-1 homo_energy_ev=-2.40 homo_lumo_gap_ev=6.67
C -0.12989 1.01628 0.27885
N -0.04962 -0.11790 -0.63114
C 1.00287 -1.17903 -0.09019
O 0.44565 -2.03999 0.72369
C -1.11627 2.05215 -0.25742
H 0.87517 1.44330 0.30274
H -0.33534 0.68870 1.31006
H -0.89062 -0.67156 -0.55319
H 1.38048 -1.54566 -1.06398
H 1.85232 -0.55419 0.29579
H -0.73130 2.40404 -1.21235
H -2.09763 1.60175 -0.36832
H -1.25348 2.92106 0.40208

---

*ii*
13
Properties=species:S:1:pos:R:3 method="wB97M-V/def2-TZVPD" total_charge=-1 homo_energy_ev=-2.38 homo_lumo_gap_ev=6.88
C 0.09585 -1.55171 -0.84751
N 0.06495 -0.10530 -1.06650
C 0.60556 0.47060 0.20219
C -0.48793 1.36900 1.05072
O -1.60749 0.80868 1.22625
H -0.67727 -2.00088 -1.59114
H -0.25311 -1.91937 0.11490
H 0.97668 -1.92036 -1.30569
H -0.90213 0.33524 -1.16293
H 1.53127 1.00005 -0.12756
H 0.84243 -0.30091 0.97997
H -0.31314 2.34066 0.57616
H 0.12431 1.47428 1.95113

---

*iii*
13
Properties=species:S:1:pos:R:3 method="wB97M-V/def2-TZVPD" total_charge=-1 homo_energy_ev=-2.14 homo_lumo_gap_ev=6.63
C -0.24249 -0.72836 -1.26369
N 0.53663 -1.19964 -0.13549
C 0.73293 -0.12059 0.77852
C -0.25573 1.15992 0.60331
O -1.65186 0.98368 0.83129
H -1.13583 -0.21976 -0.95840
H -0.64829 -1.53906 -1.78780
H 0.47006 0.05744 -1.73369
H -0.10940 -2.01743 0.14508
H 1.66080 0.26402 0.82459
H 0.56642 -0.39661 1.86115
H 0.06639 1.70628 -0.45010
H 0.01038 2.05010 1.28523

---

In terms of stability, *i* leads; the second structure lies 1.220 eV higher.

---

*i*
14
Properties=species:S:1:pos:R:3 method="wB97M-V/def2-TZVPD" total_charge=0 homo_energy_ev="-8.33 / -7.41" homo_lumo_gap_ev="7.97 / 7.81"
C -1.99898 -2.07904 -1.86952
C -1.00227 -1.60669 -1.30731
C -0.96456 1.58407 -0.43699
C 1.46788 -0.59835 1.76696
C -0.05884 -0.95882 -0.50621
S -0.03905 -1.38201 1.15629
H -2.48837 -2.73449 -2.53268
H -2.06955 1.60599 -0.65003
H -0.44227 1.99638 -1.25862
H -0.76033 1.42872 0.58844
H 1.77207 -0.88997 2.76955
H 1.40487 0.42700 1.66058
H 2.46125 -0.78583 1.21253
H 0.85290 -0.74933 -1.16952

---

*ii*
14
Properties=species:S:1:pos:R:3 method="wB97M-V/def2-TZVPD" total_charge=0 homo_energy_ev=-8.20 homo_lumo_gap_ev=9.12
C 1.05859 -0.92355 1.01274
C 1.87906 -1.10742 -0.00373
C -0.18238 0.17407 -0.25588
C -0.18180 1.62280 0.09210
C -1.49366 -0.51649 -0.45091
S 1.20524 -0.32066 -1.42199
H 0.95381 -1.18840 2.03745
H 2.81963 -1.64351 -0.03801
H -0.60704 2.20231 -0.73313
H 0.82879 1.98328 0.26935
H -0.78704 1.79237 0.98238
H -2.23332 0.18411 -0.84377
H -1.85973 -0.91043 0.49914
H -1.40014 -1.34848 -1.14575

---

*iii*
14
Properties=species:S:1:pos:R:3 method="wB97M-V/def2-TZVPD" total_charge=0 homo_energy_ev=-8.56 homo_lumo_gap_ev=9.34
C -1.05795 -0.05702 -1.57816
C -1.61453 0.30892 -0.58433
C 2.34022 -1.44529 -0.05199
C 1.60499 -0.41824 0.33305
C -2.24129 0.73332 0.65001
S 1.99471 1.26508 -0.04109
H -0.62346 -0.36681 -2.48194
H 2.05958 -2.43925 0.24641
H 3.21961 -1.33256 -0.65825
H 0.72318 -0.53876 0.93990
H -3.26493 0.36559 0.69687
H -2.26486 1.82167 0.70348
H -1.68906 0.34373 1.50775
H 0.81377 1.75962 0.31829

---

*iv*
14
Properties=species:S:1:pos:R:3 method="wB97M-V/def2-TZVPD" total_charge=0 homo_energy_ev=-9.31 homo_lumo_gap_ev=9.95
C -0.59920 -0.60164 -1.47574
C -0.82827 -0.64760 0.09382
C 0.40326 -0.13003 0.91416
C 0.44848 1.32545 0.54513
C 0.23227 2.57156 0.61324
H -1.34739 -1.38659 -2.04711
H 0.46943 -1.10929 -1.57896
H -0.63672 0.34967 -2.01789
H -1.28330 -1.67079 0.43830
H -1.85274 -0.03571 0.13665
H 0.31605 -0.32974 2.02519
H 2.57733 -0.94716 1.59565
H 0.33268 3.73461 0.29192
S 1.76814 -1.12274 0.46563

---

In terms of stability, *iii* leads; the second structure lies 0.266 eV higher.

---

*i*
20
Properties=species:S:1:pos:R:3 method="wB97M-V/def2-TZVPD" total_charge=0 homo_energy_ev=-8.71 homo_lumo_gap_ev=9.68
C -1.34996 1.18732 -0.55663
N -0.97356 -0.05690 0.03324
C 0.41794 -0.54794 -0.21745
C 0.95694 -0.84125 1.20270
S 2.78419 -1.22834 1.12791
C 0.51890 -1.65253 -1.23546
C -0.89962 2.43174 0.25425
H -2.45550 1.20456 -0.40597
H -1.18829 1.35674 -1.64829
H -1.63323 -0.80953 -0.09275
H 0.97089 0.33709 -0.54922
H 0.31357 -1.67507 1.50712
H 0.76508 0.05247 1.81049
H 2.49762 -2.26837 1.92025
H 0.44347 -1.19873 -2.23514
H -0.25186 -2.40175 -1.02232
H 1.54250 -2.03930 -1.22834
H 0.15803 2.43879 0.54561
H -1.50288 2.40608 1.15782
H -1.11424 3.30492 -0.36781

---

*ii*
20
Properties=species:S:1:pos:R:3 method="wB97M-V/def2-TZVPD" total_charge=0 homo_energy_ev=-8.80 homo_lumo_gap_ev=9.72
C -0.82332 0.67827 0.54688
N -0.91605 -0.41326 -0.46422
C -0.04663 -0.35721 -1.64612
C 1.26125 -1.07493 -1.37206
S 2.45164 -0.06688 -0.42245
C -2.20404 0.89259 1.19252
C -2.21759 0.31368 2.59664
H 0.05407 0.55546 1.19356
H -0.41516 1.62700 0.07727
H -1.87748 -0.41799 -0.76774
H 0.19278 0.66761 -1.95266
H -0.58412 -0.84193 -2.46330
H 1.06502 -1.90803 -0.68064
H 1.69710 -1.44850 -2.30636
H 3.47515 0.19849 -1.24464
H -2.89064 0.26977 0.58934
H -2.58410 1.90046 1.07241
H -2.48742 -0.74359 2.63507
H -1.21280 0.25865 3.01400
H -2.81476 0.89306 3.30862

---

*iii*
20
Properties=species:S:1:pos:R:3 method="wB97M-V/def2-TZVPD" total_charge=0 homo_energy_ev=-8.29 homo_lumo_gap_ev=9.39
C -0.58197 2.33882 1.32922
C -0.73150 1.11280 0.41013
C 0.20182 -0.00542 0.87053
C 0.34827 -1.12827 -0.15117
S 1.54332 -0.66451 -1.42338
C 1.83484 -2.28011 -2.18547
N -2.10306 0.58618 0.33640
H 0.35358 2.85817 1.13171
H -0.67186 2.04438 2.37492
H -1.41358 3.02743 1.16296
H -0.42255 1.42423 -0.58400
H 1.18879 0.40750 1.09461
H -0.15442 -0.40308 1.82382
H -0.61558 -1.29863 -0.62649
H 0.61785 -2.07367 0.32578
H 2.50782 -2.08500 -3.02241
H 0.92606 -2.74397 -2.55138
H 2.33016 -2.92031 -1.45539
H -2.47315 0.53682 1.28226
H -2.68483 1.26666 -0.14264

---

*iv*
20
Properties=species:S:1:pos:R:3 method="wB97M-V/def2-TZVPD" total_charge=0 homo_energy_ev=-8.55 homo_lumo_gap_ev=6.47
C 3.50925 -0.33511 0.16774
C -0.88228 -1.28671 0.35683
C -2.66244 0.46975 0.63293
C -0.73653 0.84602 -0.94094
C -1.68303 -0.19012 -0.33724
N 2.40371 0.41922 -0.37900
S 0.14530 1.79519 0.29332
H 3.97978 0.11945 1.04991
H 3.15485 -1.33727 0.41321
H -1.54801 -2.01210 0.82247
H -0.24168 -0.84698 1.12330
H -0.24377 -1.80120 -0.36048
H -2.12149 0.88822 1.48131
H -3.21086 1.27380 0.14320
H -3.37716 -0.26157 1.00615
H -1.27652 1.56366 -1.56451
H 0.04648 0.36853 -1.53455
H -2.25320 -0.63155 -1.16575
H 2.72658 1.36310 -0.59168
H 4.27098 -0.40430 -0.61622

---

In terms of stability, *iii* leads; the second structure lies 0.816 eV higher.

---

*i*
20
Properties=species:S:1:pos:R:3 method="wB97M-V/def2-TZVPD" total_charge=0 homo_energy_ev=-7.90 homo_lumo_gap_ev=8.88
C -0.42564 1.87338 -0.88563
C 0.73445 1.28060 -0.09429
C 1.29069 -0.02193 -0.71746
C 0.33743 -1.19692 -0.78790
S 0.23537 -2.01471 0.90930
C -1.53779 -2.26434 1.07869
N 0.40529 1.20434 1.32716
H -0.16572 1.83535 -1.93942
H -1.31866 1.26456 -0.71908
H -0.59447 2.91319 -0.60624
H 1.58586 1.96884 -0.23582
H 2.24203 -0.26145 -0.23697
H 1.57538 0.29978 -1.72395
H -0.68182 -0.89526 -0.99448
H 0.68207 -2.07156 -1.32685
H -1.92239 -2.75444 0.19516
H -1.66332 -2.89707 1.96038
H -2.12318 -1.36402 1.28492
H 0.11605 2.12156 1.63971
H 1.22837 0.98011 1.87275

---

*ii*
20
Properties=species:S:1:pos:R:3 method="wB97M-V/def2-TZVPD" total_charge=0 homo_energy_ev=-8.80 homo_lumo_gap_ev=9.65
C -0.79318 -1.85662 -1.81955
N -1.04614 -0.63140 -1.18653
C -0.20895 -0.33800 -0.04312
C -0.27933 1.18148 0.38200
C 0.67429 1.79523 1.32509
S 0.47243 3.57775 1.55979
C 1.18441 -1.10330 0.12193
H -1.12002 -2.81814 -1.30771
H -1.37935 -1.92946 -2.83956
H 0.34352 -1.95635 -2.08951
H -1.98423 -0.66225 -0.82746
H -0.60005 -0.87043 0.85788
H -0.10359 1.85035 -0.44455
H -1.26213 1.36730 0.80774
H 0.61299 1.34304 2.34052
H 1.81416 1.73445 1.05048
H -0.84238 3.26069 1.55336
H 0.88731 -2.14623 0.14255
H 1.98568 -0.79429 -0.71398
H 1.64456 -1.00384 1.13064

---

In terms of stability, *i* leads; the second structure lies 1.660 eV higher.

---

*i*
20
Properties=species:S:1:pos:R:3 method="wB97M-V/def2-TZVPD" total_charge=0 homo_energy_ev=-8.53 homo_lumo_gap_ev=9.52
C 0.26062 1.12983 -0.67067
C 1.21561 -0.07480 -0.89029
C 2.05653 -0.46541 0.31165
S 3.69245 0.33442 0.48663
C -1.03743 0.73949 0.09779
N -1.64045 -0.52488 -0.27704
C -2.60039 -1.07452 0.64555
H -0.08521 1.45048 -1.66528
H 0.62125 2.03652 -0.17357
H 1.81582 0.29360 -1.72563
H 0.81914 -1.01880 -1.22143
H 1.54346 -0.33734 1.27799
H 2.31329 -1.51370 0.25721
H 3.33616 1.60181 0.25416
H -0.81160 0.84398 1.18169
H -1.86211 1.46470 0.07483
H -1.02018 -1.19559 -0.67048
H -3.42116 -0.36827 0.81769
H -2.30093 -1.30401 1.70540
H -2.89487 -2.01749 0.18380

---

*ii*
20
Properties=species:S:1:pos:R:3 method="wB97M-V/def2-TZVPD" total_charge=0 homo_energy_ev=-8.84 homo_lumo_gap_ev=6.41
C 3.01143 0.68846 1.75854
N 2.93643 -0.30708 0.94750
C -0.12391 -0.13660 -0.43823
C -1.61661 -0.25575 -0.40298
C -2.26001 -1.60413 -0.16372
S -3.38799 0.47802 -2.74582
C 0.52307 1.24640 -0.64111
H 3.42067 1.56524 1.21340
H 2.58805 0.90591 2.74220
H 3.90796 -0.63685 2.18731
H 0.31765 -0.71922 -1.25165
H 0.17834 -0.63038 0.50632
H -2.19286 0.49707 0.15951
H -2.16294 0.17471 -1.33455
H -3.30010 -1.67218 -0.47606
H -1.83892 -2.40585 -0.77446
H -2.12123 -1.82651 0.89186
H 0.03869 2.15219 -0.26337
H 1.51031 1.21268 -0.18159
H 0.57197 1.27387 -1.73309

---

*iii*
20
Properties=species:S:1:pos:R:3 method="wB97M-V/def2-TZVPD" total_charge=0 homo_energy_ev=-8.23 homo_lumo_gap_ev=9.23
C -0.89006 2.38807 1.58239
C -0.13681 1.43699 0.73209
C -0.66735 0.00183 0.70775
C -0.08192 -1.05704 -0.29835
S 0.96214 -2.60436 0.07893
C 1.38582 -3.37048 -1.55141
N -0.00182 2.03712 -0.69236
H -0.70965 2.10840 2.59762
H -2.05072 2.37250 1.42367
H -0.51364 3.37226 1.53638
H 0.95293 1.25017 1.08609
H -0.36500 -0.51622 1.74189
H -1.78803 0.07647 0.39933
H 0.61336 -0.68007 -1.01826
H -0.94389 -1.49780 -0.83969
H 0.76158 -4.21799 -1.85734
H 2.42787 -3.77199 -1.49589
H 1.24306 -2.56053 -2.35160
H 0.71627 2.78137 -0.69018
H -0.91416 2.45130 -1.09107

---

*iv*
20
Properties=species:S:1:pos:R:3 method="wB97M-V/def2-TZVPD" total_charge=0 homo_energy_ev=-8.30 homo_lumo_gap_ev=9.05
C -1.81766 -1.21131 -0.95785
C -0.90236 -1.01689 1.36801
C -1.72192 1.11768 0.36632
C 2.54215 -0.72092 -0.37846
C -1.49981 -0.45741 0.31947
N 2.34026 1.97694 -0.19724
S 1.29891 0.54527 -0.00852
H -1.97317 -2.34115 -0.62548
H -2.76066 -0.81741 -1.30802
H -0.98016 -1.37175 -1.62749
H 2.56342 2.44788 0.68141
H -0.81721 -2.12247 1.67846
H -0.77080 -0.41115 2.27615
H -1.10402 1.48193 -0.46245
H -2.75408 1.38269 -0.00422
H -1.61919 1.70131 1.27788
H 3.07890 -0.29485 -1.25073
H 1.95949 -1.53291 -0.84680
H 3.09408 -1.01354 0.47112
H 1.84385 2.65806 -0.77156

---

In terms of stability, *i* leads; the second structure lies 0.865 eV higher.

---

*i*
14
Properties=species:S:1:pos:R:3 method="wB97M-V/def2-TZVPD" total_charge=0 homo_energy_ev="-7.71 / -7.72" homo_lumo_gap_ev="7.34 / 7.35"
C 0.67997 0.82164 1.44788
C 1.08225 0.02413 0.10522
N 1.27932 -1.35546 0.27181
O 0.02618 2.10433 -1.42366
O -2.85158 -0.94984 -0.94797
P 0.13657 0.61655 -1.35628
H -0.36335 0.43782 1.70946
H 0.77436 1.89087 1.27061
H 1.39638 0.47316 2.17404
H 0.24806 0.21235 -2.76842
H 0.95382 -1.64960 1.19556
H -2.15643 -0.38138 -0.77083
H 1.34945 -2.15493 -0.39768
H -3.60836 -0.40498 -1.18144

---

*ii*
14
Properties=species:S:1:pos:R:3 method="wB97M-V/def2-TZVPD" total_charge=0 homo_energy_ev=-9.53 homo_lumo_gap_ev=9.51
C 1.99931 0.59722 -0.78267
C -0.67918 -1.28606 1.05434
N 0.89288 1.09855 0.02565
O -1.63813 1.44918 0.59208
O -2.04097 -0.64035 -1.02272
P -0.86867 0.26506 0.10318
H 2.32019 -0.37608 -0.28280
H 1.64878 0.41969 -1.76484
H 2.74495 1.26170 -0.67363
H -0.39739 -2.15506 0.45778
H -0.16171 -1.37097 1.95049
H -1.76895 -1.34297 1.30413
H 0.83892 2.14868 -0.00467
H -2.89001 -0.06860 -0.95632

---

In terms of stability, *ii* leads; the second structure lies 1.852 eV higher.